DFT (the ωB97M-V functional and the def2-TZVPD basis) results for 5 unconnected molecules or ions with the total composition C20H30O15 in a non-equilibrium geometry.

XYZ file:
```
65
Properties=species:S:1:pos:R:3:forces:R:3:nbo_charge:R:1
O 3.523937 0.464681 1.230256 0.060 -0.028 0.096 -0.50
O 0.508755 0.110074 4.210174 0.150 -0.050 0.028 -0.50
O -6.546220 -0.370506 0.508152 -0.084 -0.212 -0.005 -0.49
O 5.058972 2.097356 1.445448 0.051 0.126 0.108 -0.55
O 0.377112 0.308008 -4.969951 0.090 0.398 0.007 -0.50
O -4.705538 -1.158234 1.460671 -0.070 -0.062 0.145 -0.50
O -5.360998 -1.981939 -0.524379 0.065 -0.082 -0.204 -0.57
O -1.604649 0.548643 -5.962731 -0.283 0.389 0.195 -0.48
O -1.232317 -1.172899 -4.570103 -0.466 -0.667 0.298 -0.58
O -0.883287 4.006689 -0.873717 -0.080 0.196 -0.102 -0.57
O -1.735749 2.188026 -1.885191 0.075 0.059 -0.382 -0.50
O 5.440361 0.328749 0.110531 -0.036 0.022 -0.280 -0.50
O 1.241538 1.393392 5.908643 0.058 -0.129 -0.031 -0.56
O -0.559731 1.956490 -0.013126 0.149 -0.048 -0.469 -0.50
O 2.425266 -0.396322 5.216858 0.185 0.084 -0.015 -0.49
C -0.867798 -0.194216 -5.120487 0.467 0.238 -0.117 0.97
C 4.664251 -0.768427 -0.424337 -0.078 0.604 0.729 0.07
C 1.383885 0.462620 5.187539 -0.125 0.122 -0.163 0.97
C -6.454541 0.338142 1.739690 0.186 0.220 0.182 -0.09
C 4.713752 1.072416 0.969335 -0.007 -0.201 -0.022 0.97
C 2.324418 -1.376842 4.183290 -0.370 -0.676 0.073 0.07
C 0.488186 1.575181 -5.640322 -0.349 0.169 -0.273 0.06
C -0.791093 0.591293 -0.435555 -0.366 0.898 0.245 0.07
C -1.603079 0.783529 -1.743149 0.214 -0.767 0.595 -0.09
C -1.038240 2.832920 -0.929795 0.133 -0.260 0.518 0.97
C 1.717523 1.615197 -6.507570 0.379 -0.276 -0.413 -0.63
C -4.246544 0.576963 3.046216 0.235 0.179 0.252 -0.63
C 2.544017 -2.763619 4.772316 0.765 0.389 -0.059 -0.63
C 5.508812 -2.020173 -0.362221 -0.013 0.247 -0.096 -0.63
C -5.302762 -0.340804 2.495616 0.212 -0.128 -0.440 0.07
C 0.904550 -1.137701 3.638761 0.271 0.164 0.298 -0.09
C -1.539978 -0.114597 0.674417 0.138 -0.650 -0.567 -0.63
C -5.523988 -1.251324 0.393685 -0.079 0.319 0.171 0.97
C 3.421445 -0.733412 0.488812 -0.174 -0.558 -0.564 -0.09
C -0.819855 1.616399 -6.467275 1.305 0.005 -0.482 -0.09
H 6.233215 -1.998726 -1.174545 -0.057 -0.263 -0.050 0.23
H 0.230703 -1.905136 4.021771 -0.113 -0.061 -0.311 0.18
H 6.076321 -2.033802 0.567939 -0.137 0.009 0.108 0.23
H 1.679819 2.415454 -7.249844 -0.188 0.161 0.196 0.22
H -1.285754 2.596625 -6.441958 -0.493 -0.206 0.290 0.21
H -1.066642 0.336039 -2.575606 -0.095 0.241 -0.192 0.20
H -3.376815 -0.018448 3.325080 -0.030 0.048 0.168 0.23
H 4.883843 -2.911456 -0.402640 0.070 -0.060 -0.217 0.22
H 3.093386 -1.234349 3.423003 0.012 0.575 0.101 0.18
H -4.611932 1.105232 3.928139 -0.008 -0.093 0.047 0.23
H 1.684048 -3.124296 5.329359 -0.014 -0.123 -0.018 0.21
H 2.638592 1.744752 -5.941677 -0.060 -0.071 0.109 0.23
H 3.417394 -2.704693 5.427719 -0.207 0.026 0.182 0.24
H -2.585189 0.318748 -1.667496 -0.075 0.113 -0.086 0.20
H -6.210569 1.382875 1.537038 -0.039 -0.017 -0.091 0.19
H 0.176007 0.148462 -0.671191 0.065 -0.046 0.230 0.18
H -1.453225 -1.191395 0.494481 -0.266 0.017 0.101 0.22
H 0.871621 -1.041164 2.557014 -0.119 -0.156 -0.031 0.20
H -3.900528 1.335012 2.342258 -0.192 -0.099 -0.199 0.22
H -0.556774 1.389657 -7.503891 -0.240 0.001 -0.055 0.18
H -1.162017 0.086292 1.674401 0.197 0.237 -0.085 0.23
H -2.590199 0.159381 0.620018 -0.061 -0.040 0.152 0.22
H 1.787126 0.687430 -7.083051 0.011 -0.005 0.120 0.22
H -5.632208 -1.033255 3.271402 -0.207 0.073 -0.008 0.19
H -7.414312 0.295021 2.248123 0.006 -0.101 0.043 0.20
H 0.531694 2.368385 -4.892726 -0.169 -0.100 0.133 0.19
H 4.367500 -0.481792 -1.432998 0.179 -0.183 -0.121 0.19
H 3.369274 -1.619114 1.128773 0.121 0.198 0.260 0.17
H 2.870871 -3.453128 3.991763 -0.490 -0.141 -0.070 0.22
H 2.504336 -0.704366 -0.101160 -0.010 0.029 0.035 0.19
```
Forces are in eV/Å.

Output
Gap between HOMO and LUMO ... 0.4076 Eh
Energy above the lowest of the compared OMol25 structures with the same formula, charge and spin ... 0.621 eV
SMILES ... C[C@H]1COC(=O)O1.C[C@H]1COC(=O)O1.C[C@H]1COC(=O)O1.C[C@H]1COC(=O)O1.C[C@H]1COC(=O)O1



DFT (the ωB97M-V functional and the def2-TZVPD basis) results for a molecular structure, C13H19BClN6O9P2Rh.

XYZ file:
```
52
Properties=species:S:1:pos:R:3:forces:R:3:nbo_charge:R:1
Rh 0.024458 -0.323729 0.172287 -0.112 -0.279 0.182 1.32
Cl -1.794774 3.751372 -2.575008 0.060 -0.023 0.041 -0.03
P 2.811829 1.022126 -0.982248 -0.552 0.086 -0.041 1.56
P 2.935063 -1.917688 0.620370 0.109 0.430 -0.180 2.34
O 4.509037 0.005771 1.126833 -0.032 0.174 0.158 -0.72
O 2.833312 2.006543 1.335562 0.249 -0.210 0.054 -0.42
O 2.696653 -2.976751 -0.535252 -0.016 -0.176 -0.023 -0.98
O 1.598725 2.203710 -1.917486 0.250 0.038 0.019 -0.78
O 1.847473 -0.228843 -1.553516 0.207 -0.011 0.127 -1.04
O 3.868548 -2.783803 1.563858 -0.144 -0.099 0.106 -0.97
O -0.314567 1.816613 -0.784916 0.083 -0.041 -0.136 -0.66
O 1.992318 1.270520 0.439385 0.096 -0.022 -0.156 -0.61
O 1.681918 -1.429313 1.266198 -0.039 -0.172 -0.164 -1.13
N -1.042960 -2.263768 0.761700 -0.130 0.073 0.072 -0.33
N -1.400702 -0.671346 -1.583309 -0.228 0.158 0.255 -0.35
N -1.495488 0.479157 1.564882 -0.205 0.103 -0.234 -0.35
N -2.779774 0.212222 1.234419 0.337 -0.156 -0.068 -0.31
N -2.695910 -0.632838 -1.190824 0.271 -0.067 0.131 -0.31
N -2.391239 -2.221855 0.735492 0.162 0.131 -0.073 -0.32
C -3.479980 -0.349634 -2.237730 -0.072 -0.098 -0.016 0.00
C -1.395028 -0.399662 -2.883542 0.123 -0.103 -0.063 -0.04
C -3.591495 1.074755 1.857254 -0.132 -0.019 0.020 0.00
C -0.702729 -3.436603 1.275313 0.117 -0.016 -0.012 -0.02
C 5.039266 -0.931881 -1.033770 -0.056 0.033 -0.030 -0.68
C 4.053915 -0.589699 0.069337 0.207 -0.222 -0.026 -0.17
C -2.892240 -3.365602 1.226416 -0.069 -0.014 -0.023 0.00
C 0.389247 2.485935 -1.527020 -0.087 0.005 0.245 0.81
C -0.102783 3.821462 -2.032786 -0.085 0.188 -0.139 -0.47
C -1.843300 -4.185918 1.582562 -0.021 0.055 -0.012 -0.36
C -2.689135 -0.199451 -3.359428 -0.006 0.055 0.068 -0.34
C -1.514421 1.523187 2.383475 0.159 -0.023 -0.005 -0.01
C -2.825347 1.941229 2.610842 -0.029 -0.031 0.009 -0.35
B -3.124834 -0.953075 0.272394 -0.259 -0.017 -0.007 0.54
H -1.894254 -5.172043 2.005434 0.006 -0.036 0.019 0.23
H -3.957353 -3.505725 1.284268 -0.039 -0.034 0.013 0.22
H -3.001817 0.020403 -4.363237 -0.005 0.017 -0.033 0.23
H -0.586265 1.919955 2.761545 0.007 0.029 0.019 0.22
H -0.047317 4.529928 -1.206088 0.023 -0.010 -0.041 0.24
H 5.750845 -1.678554 -0.672333 -0.005 -0.025 0.001 0.23
H 4.542253 -1.329733 -1.918664 -0.015 -0.004 -0.013 0.22
H -4.315837 -1.131431 0.293022 0.083 0.034 -0.018 -0.03
H 0.337534 -3.675848 1.415878 0.015 -0.031 0.009 0.22
H 4.386723 -2.206120 2.141518 0.048 0.067 0.040 0.52
H 1.325822 0.117234 -2.290588 -0.045 -0.036 -0.039 0.52
H 3.499275 1.293177 1.565311 -0.081 0.131 -0.011 0.50
H -0.468706 -0.385469 -3.437628 0.007 0.018 -0.025 0.19
H -3.165477 2.745475 3.236758 -0.010 0.024 0.018 0.23
H -4.657755 0.999659 1.731487 -0.035 0.026 -0.004 0.22
H 0.512518 4.167273 -2.856083 -0.013 0.005 0.003 0.24
H -4.547402 -0.298538 -2.113453 -0.043 0.015 -0.016 0.23
H 5.597801 -0.035561 -1.302781 0.010 0.018 0.015 0.23
H 1.874722 -2.833218 -1.018461 -0.065 0.062 -0.014 0.52
```
Forces are in eV/Å.

Output
Gap between HOMO and LUMO (alpha / beta) ... 0.2944 / 0.3017 Eh
Energy above the lowest of the compared OMol25 structures with the same formula, charge and spin ... 4.757 eV
Spin multiplicity ... 5
<S²> ... 6.01



DFT (the ωB97M-V functional and the def2-TZVPD basis) results for 2 unconnected molecules or ions with the total composition C9H14.

XYZ file:
```
23
Properties=species:S:1:pos:R:3:forces:R:3:nbo_charge:R:1
C 2.689542 3.056482 1.030525 0.255 -0.186 -0.186 -0.61
C 0.056159 -1.794388 -0.087065 0.200 -0.096 0.158 -0.22
C -1.606206 -1.070022 1.489836 0.161 -0.095 0.036 -0.22
C -0.617388 -2.584508 -2.408315 -0.331 0.017 -0.088 -0.63
C -2.257636 -1.898520 -0.661057 -0.304 0.045 0.154 -0.22
C -2.606785 -1.403874 0.585896 0.158 -0.008 0.283 -0.20
C -0.273757 -1.274002 1.158636 -0.408 -0.208 0.194 -0.20
C -0.926013 -2.106146 -1.014757 -0.090 0.289 -0.157 0.00
C 1.525207 3.817521 0.383515 0.116 0.260 0.754 -0.61
H 0.697137 3.141124 0.172037 0.009 0.141 -0.192 0.21
H -0.867769 -1.803342 -3.120803 -0.107 0.183 -0.126 0.22
H -1.257865 -3.433950 -2.653666 0.186 -0.084 -0.050 0.22
H 3.663102 3.438341 0.702625 -0.180 0.110 0.244 0.20
H 2.680242 2.013544 0.732807 -0.031 -0.232 -0.166 0.20
H 1.088308 -1.997324 -0.331297 0.162 0.053 -0.038 0.21
H 0.455540 -1.104182 1.940955 0.267 0.116 -0.293 0.21
H 1.144656 4.593415 1.064295 0.083 -0.177 -0.215 0.20
H -3.049394 -2.121557 -1.365819 0.047 -0.118 -0.093 0.21
H -3.642040 -1.321585 0.904918 0.065 0.103 -0.295 0.21
H 1.862401 4.333063 -0.512629 -0.207 -0.161 -0.204 0.21
H -1.841116 -0.687968 2.474282 -0.143 -0.009 -0.001 0.21
H 2.662865 3.038095 2.120737 -0.053 0.231 -0.035 0.20
H 0.420815 -2.830220 -2.605658 0.144 -0.174 0.315 0.22
```
Forces are in eV/Å.

Output
Gap between HOMO and LUMO ... 0.3674 Eh
Energy above the lowest of the compared OMol25 structures with the same formula, charge and spin ... 0.244 eV
SMILES ... Cc1ccccc1.CC



DFT (the ωB97M-V functional and the def2-TZVPD basis) results for 3 unconnected molecules or ions with the total composition C4H10NOS in a non-equilibrium geometry.

XYZ file:
```
17
Properties=species:S:1:pos:R:3:forces:R:3:nbo_charge:R:1
S 2.427834 -1.018259 -0.382451 -1.348 0.034 -0.363 0.30
O -0.865873 1.859460 -1.240097 0.453 1.253 -2.420 -0.57
N -1.665035 -2.100371 1.316571 0.138 -0.745 3.928 -1.04
C -0.888857 0.983510 -0.376234 -0.665 -0.717 2.704 0.67
C 1.928384 1.527176 -1.020097 0.901 -0.254 2.901 -0.79
C -1.487996 0.413674 0.605503 2.762 -0.430 -3.747 -0.59
C 1.318507 0.136396 -0.866130 -0.338 0.416 0.512 -0.20
H -1.306070 -0.675553 0.674299 0.020 -0.555 -0.289 0.34
H -1.911947 0.657290 1.484194 -1.568 1.828 2.509 0.28
H 1.526283 2.270302 -0.186815 0.551 -1.658 -1.477 0.28
H 1.611767 1.947205 -1.977031 0.916 0.024 -0.300 0.23
H 1.594295 -2.126522 -0.339278 0.525 0.793 -0.030 0.15
H -1.691305 -2.948107 0.843825 -0.375 -1.901 -1.800 0.38
H 0.017706 2.102438 -1.632768 -0.896 -0.211 0.770 0.54
H -2.635278 -2.030372 1.745855 1.586 -0.012 -0.511 0.39
H -1.013290 -2.437215 2.115654 -1.429 1.230 -1.185 0.39
H 3.040867 1.438945 -0.765001 -1.233 0.905 -1.201 0.25
```
Forces are in eV/Å.

Output
Gap between HOMO and LUMO ... 0.3031 Eh
Energy above the lowest of the compared OMol25 structures with the same formula, charge and spin ... 7.289 eV
Net charge ... +1



DFT (the ωB97M-V functional and the def2-TZVPD basis) results for 3 unconnected molecules or ions with the total composition CH5O4 in a non-equilibrium geometry.

XYZ file:
```
10
Properties=species:S:1:pos:R:3:forces:R:3:nbo_charge:R:1
O 1.192836 -2.086260 -2.602054 0.256 0.163 0.625 -0.98
O 2.039363 0.043752 -1.012059 -0.352 -0.318 -0.034 -0.82
O -3.393508 0.989236 2.611508 -0.599 -0.527 -0.014 -0.93
O 0.734156 1.026198 0.571165 -0.328 -0.225 -0.017 -0.78
C 1.698819 0.936050 -0.200995 0.651 0.309 0.140 0.64
H 0.248749 -2.073235 -2.543439 -1.066 -0.338 -0.420 0.44
H 1.348913 -1.470388 -1.847230 0.930 0.358 -0.219 0.51
H -2.509387 0.696040 2.812044 0.828 0.240 0.049 0.48
H -3.797666 0.146332 2.364225 -0.201 0.321 -0.082 0.46
H 2.437726 1.792275 -0.153165 -0.118 0.016 -0.027 -0.02
```
Forces are in eV/Å.

Output
Gap between HOMO and LUMO ... 0.2860 Eh
Energy above the lowest of the compared OMol25 structures with the same formula, charge and spin ... 0.765 eV
Net charge ... -1



DFT (the ωB97M-V functional and the def2-TZVPD basis) results for 2 unconnected molecules or ions with the total composition C3H7N4 in a non-equilibrium geometry.

XYZ file:
```
14
Properties=species:S:1:pos:R:3:forces:R:3:nbo_charge:R:1
N 0.966219 0.766178 -0.000754 2.697 -1.092 -0.767 -0.70
N 4.073152 0.650358 0.226787 1.014 3.963 -1.275 -0.02
N 3.769928 -0.515804 0.555261 -1.009 -4.138 1.087 -0.04
N 0.022765 -1.304736 0.205322 0.158 -0.518 -0.021 -0.75
C -1.425819 0.629268 0.297873 -0.181 -0.082 0.050 -0.68
C 3.196084 -0.021243 -0.586282 -1.570 1.059 1.512 0.42
C -0.067201 0.017189 0.150492 -0.305 0.807 -0.033 0.50
H -2.184049 -0.043501 -0.096664 -0.091 0.030 0.013 0.24
H -1.626400 0.804472 1.353409 -0.034 -0.034 0.070 0.26
H 0.891711 1.766290 -0.068353 -0.325 0.127 0.013 0.40
H 0.917600 -1.772487 0.177014 -0.228 0.071 0.082 0.41
H -1.488868 1.581035 -0.223275 0.046 -0.034 -0.019 0.25
H -0.800552 -1.860830 0.361215 0.071 -0.024 -0.023 0.42
H 2.972725 -0.216582 -1.606403 -0.244 -0.135 -0.689 0.28
```
Forces are in eV/Å.

Output
Gap between HOMO and LUMO (alpha / beta) ... 0.2790 / 0.1961 Eh
Energy above the lowest of the compared OMol25 structures with the same formula, charge and spin ... 3.813 eV
Net charge ... +1
Spin multiplicity ... 3
<S²> ... 2.05